[1]
Computed, not measured: a structure of composition C43H42MoN7O10S2Si, with ωB97M-V with the def2-TZVPD basis set.

ΔE to the lowest compared entry with this formula, charge and spin   0.000 eV
Kohn-Sham gap (spin up / spin down)   7.40 / 7.49 eV
Electronic energy   -107587.90163 eV

Structure (ORCA input):
```
! wB97M-V def2-TZVPD RIJCOSX def2/J DEFGRID3
* xyz -1 3
Mo -0.14315 -0.02175 0.18009
S 3.50086 -3.52874 -0.56513
S 3.76228 -1.65770 2.03866
Si -2.15644 -1.53028 -0.30304
O 3.22494 -3.91857 -1.91739
O 4.78212 -2.90808 -0.29701
O -1.63069 1.38216 -0.83621
O 0.19408 1.91652 -2.72581
O -1.02238 3.55060 1.75330
O 0.17672 1.81861 0.99230
O 2.32475 1.66979 -1.08168
O 1.24954 -1.36291 -3.64351
O -3.34304 -0.28547 6.55632
O -3.77940 1.86605 5.94605
N 1.36192 -0.92631 1.35850
N 3.11405 -8.38718 2.83520
N 2.26849 -2.61663 -0.05902
N -2.42081 3.47801 -1.01462
N 3.83612 1.84899 -2.76789
N -1.15396 0.07517 2.10263
N 0.39406 -0.85221 -1.48841
C -1.13674 -5.07946 1.64182
C -2.19649 -1.48271 -4.48456
C -1.43115 -0.94626 2.92639
C -1.50471 1.31432 2.50015
C -1.46311 2.57170 -1.19844
C -4.67727 -0.28350 -1.02195
C -3.47079 -3.69266 1.09387
C 4.35808 -5.21509 1.42754
C -2.53900 0.49629 4.48632
C -5.87760 0.37450 -0.78224
C -2.55479 -3.76504 -3.83793
C -5.48756 0.22456 1.57914
C -2.17141 -1.11248 -3.14839
C 0.83059 -1.13612 -2.56576
C 4.10019 1.88403 -4.19870
C -3.52702 -4.90179 1.77476
C -2.31627 -2.06097 -2.12567
C 1.46786 2.06811 -3.28626
C 4.97075 1.58917 -1.88854
C -3.85504 -0.70988 0.02587
C -1.08421 -3.87060 0.95993
C -2.25229 -3.15613 0.67030
C 3.19979 -7.23681 2.05255
C 2.38140 -5.88758 0.22417
C 2.27754 -7.00792 1.02694
C 3.42636 -4.99369 0.42437
C -4.30465 -0.46010 1.32914
C -0.78038 2.36337 1.70556
C -2.38856 -2.81421 -4.83336
C 2.58007 1.82732 -2.26723
C -2.35915 -5.60035 2.04633
C -0.20025 3.00129 -1.92134
C -2.08372 -0.76574 4.12941
C -2.20986 4.90941 -1.17961
C -2.23854 1.55671 3.63722
C 2.36526 -1.77701 0.95442
C 4.24226 -6.32925 2.24172
C 2.91646 -0.52949 3.04467
C -3.30751 0.71991 5.82215
C -6.27766 0.64957 0.51824
C -2.50837 -3.39021 -2.49930
C -3.60169 3.13025 -0.22117
C 1.71213 -0.26595 2.54060
H -2.61674 -4.14750 -1.72939
H -3.75280 3.89160 0.54402
H -2.04431 -0.73803 -5.25798
H -3.17861 5.38166 -1.32801
H -4.37953 -0.48577 -2.04608
H -1.59009 5.13175 -2.04216
H 5.17295 1.97881 -4.34364
H -1.09910 -1.92340 2.60001
H -7.20293 1.18111 0.70889
H 5.16894 -4.50858 1.55545
H 4.96349 -6.50674 3.03349
H 5.73720 2.34926 -2.04919
H -2.01944 -0.06902 -2.89013
H -0.11899 -3.47037 0.65100
H -2.70814 -4.80417 -4.10360
H 3.58485 -8.34008 3.72261
H -4.39045 -3.15573 0.88743
H -0.22272 -5.60968 1.86411
H 1.47234 -7.71803 0.86540
H -2.40211 -6.54485 2.57599
H 3.61686 2.73785 -4.67641
H 0.55460 3.23167 -1.16780
H 3.36544 -0.11245 3.93185
H 1.66364 -5.70084 -0.56758
H -3.46096 2.16981 0.25899
H -2.53360 2.56652 3.89128
H -6.50165 0.68599 -1.61388
H 2.20728 -8.81696 2.88865
H 1.01640 0.42753 2.97839
H -1.74127 5.31721 -0.28150
H -2.26590 -1.59072 4.80610
H -2.40036 -3.10828 -5.87617
H 3.77066 0.96717 -4.69628
H -0.37274 3.87891 -2.54596
H 5.38709 0.59910 -2.06893
H 1.59004 3.06875 -3.71719
H -4.48302 -5.29368 2.10199
H -5.78199 0.42690 2.60299
H 1.53472 1.33079 -4.08631
H 4.63354 1.62963 -0.85945
H -4.47727 3.06936 -0.86595
H -3.73254 -0.82102 2.17224
*
```

***

[2]
Computed, not measured: a structure of composition C24H18BrNO5PPtSe, with ωB97M-V with the def2-TZVPD basis set.

ΔE to the lowest compared entry with this formula, charge and spin   0.000 eV
Kohn-Sham gap   7.40 eV
Electronic energy   -184832.26226 eV

Structure (ORCA input):
```
! wB97M-V def2-TZVPD RIJCOSX def2/J DEFGRID3
* xyz -1 1
Pt -0.51267 1.68599 -0.78658
Br 0.75363 6.28078 4.09535
Se -3.36760 0.85780 -1.08693
P -0.62603 -0.57134 -0.67669
O -3.13461 0.79102 -2.67577
O -2.57124 2.14806 -0.36544
O 2.07986 2.49359 -1.55414
O -2.50088 -0.44699 -0.38713
O -4.89469 0.78886 -0.56632
N -0.18468 3.74449 0.32240
C 2.61354 -2.24626 -2.86964
C 0.36599 5.26148 2.54758
C 1.43235 -2.15696 -2.15347
C 0.67810 -0.24425 3.75821
C 3.00872 0.09099 -2.56252
C 1.80407 0.18290 -1.87098
C -0.07832 -0.58787 1.08886
C -1.72654 -5.08961 -1.25704
C 1.64204 -0.38263 2.77190
C 1.36116 5.00947 1.62578
C 1.03538 4.23673 0.51953
C -2.02746 -2.77936 -1.86572
C -0.56476 -3.35143 -0.06615
C -1.14058 4.00855 1.21578
C -0.66428 -0.29679 3.41261
C 1.00325 -0.93344 -1.62115
C -1.04163 -0.47362 2.08812
C 3.41846 -1.12598 -3.06869
C -0.85903 -4.69742 -0.24904
C -1.14741 -2.37516 -0.86663
C -0.91042 4.76924 2.35185
C -2.30697 -4.12184 -2.06768
C 1.26633 -0.55218 1.44630
C 1.32175 1.53691 -1.42108
H -2.08768 -0.49023 1.81671
H -1.70483 4.95314 3.05932
H -2.99038 -4.41171 -2.85623
H 2.02935 -0.63290 0.68286
H -1.95401 -6.13775 -1.40677
H 0.97169 -0.09843 4.79061
H -0.40149 -5.43768 0.39600
H 0.13370 -3.07106 0.71220
H -2.49956 -2.03327 -2.49338
H 2.36532 5.38311 1.75906
H 3.59167 0.99072 -2.70922
H 1.76554 3.96921 -0.23453
H -1.42602 -0.19478 4.17566
H 2.90847 -3.20277 -3.28552
H -2.10857 3.57096 1.01393
H 4.34073 -1.20439 -3.63092
H 0.84772 -3.05682 -2.02443
H 2.69353 -0.34908 3.02918
*
```

***

[3]
Computed, not measured: a cluster of 2 separate species, C5H13NO in total, with ωB97M-V with the def2-TZVPD basis set.

ΔE to the lowest compared entry with this formula, charge and spin   1.510 eV
Kohn-Sham gap   8.70 eV
Electronic energy   -8932.50122 eV

Structure (ORCA input):
```
! wB97M-V def2-TZVPD RIJCOSX def2/J DEFGRID3
* xyz 0 1
O 5.50192 -3.62722 -2.79507
N 0.02631 2.27923 1.46571
C -0.44049 1.36565 0.46853
C -1.02512 -0.52826 2.05031
C -1.10228 0.24696 0.78225
C -0.33142 1.82935 -0.94042
C -1.82768 -0.51263 -0.32094
H -2.70924 -0.03876 -0.74641
H 4.87057 -3.21565 -2.20091
H -0.28888 1.92470 2.36019
H -0.40311 3.18989 1.36085
H -0.46261 -0.04425 2.85443
H -2.20854 -1.43467 0.12311
H 0.58813 1.46227 -1.40289
H -0.48373 2.87175 -1.19666
H -1.14184 1.38180 -1.52638
H -1.95661 -0.86689 2.49158
H -0.47524 -1.44833 1.86202
H -1.19634 -0.97133 -1.07434
H 5.06620 -3.86359 -3.61497
*
```

***

[4]
Computed, not measured: a cluster of 2 separate species, CH3N2P in total, with ωB97M-V with the def2-TZVPD basis set.

ΔE to the lowest compared entry with this formula, charge and spin   1.726 eV
Kohn-Sham gap   9.09 eV
Electronic energy   -13352.05895 eV

Structure (ORCA input):
```
! wB97M-V def2-TZVPD RIJCOSX def2/J DEFGRID3
* xyz 0 1
P 0.80755 -0.88719 -1.27406
N -2.13081 -0.63133 -0.72272
N 1.26636 -0.63975 0.14185
C -1.02425 -0.86491 -0.93125
H -0.17496 1.89892 1.21734
H 2.13094 -0.65632 0.58371
H -0.87484 1.78058 0.98513
*
```